Molecular formula: C11H17N4O3
Method: DFT, ωB97M-V/def2-TZVPD

Results
lowest unoccupied orbital energy: -0.18005 Ha
spin multiplicity: 1
net charge: +1
highest occupied orbital energy: -0.4869 Eh
orbital gap: 8.3 eV

Positions of all 35 atoms, in Å:
C (-0.57, -4.91, -2.07)
C (-1.59, -4.09, -1.27)
C (-0.89, -2.93, -0.52)
C (-1.05, -1.61, -1.24)
C (-0.67, -1.59, -2.71)
N (-0.28, -0.51, -0.54)
C (-0.39, 0.74, -0.95)
C (0.31, 1.78, -0.35)
C (1.13, 1.44, 0.70)
N (1.88, 2.42, 1.40)
C (3.09, 2.16, 1.43)
O (4.20, 1.97, 1.44)
C (1.15, 0.09, 1.09)
N (0.48, -0.87, 0.49)
H (-1.05, -5.54, -2.81)
H (0.01, -5.53, -1.39)
H (0.14, -4.25, -2.55)
H (-2.32, -3.71, -1.97)
H (-2.09, -4.72, -0.55)
H (-1.39, -2.83, 0.44)
H (0.14, -3.21, -0.37)
H (-2.09, -1.32, -1.15)
H (0.41, -1.64, -2.84)
H (-1.00, -0.69, -3.22)
H (-1.09, -2.43, -3.24)
H (-1.06, 0.94, -1.77)
H (0.21, 2.80, -0.69)
H (1.75, -0.20, 1.94)
C (0.91, 5.17, 3.50)
N (-0.34, 5.88, 3.14)
O (-0.26, 7.03, 2.77)
O (-1.37, 5.23, 3.22)
H (1.75, 5.85, 3.37)
H (0.83, 4.85, 4.53)
H (0.99, 4.31, 2.83)